(1)
Here is a cluster of 7 separate species, C36H67N7O3P in total from the OMol25 dataset. Energies are from the ωB97M-V functional and the def2-TZVPD basis.

```
! RIJCOSX wB97M-V def2-TZVPD def2/J DEFGRID3
* xyz 0 2
C 0.611 0.322 -0.535
C -0.215 -0.437 0.512
C -0.243 0.472 1.746
C 0.401 -1.793 0.898
C 0.150 -2.976 -0.075
C 1.205 -3.013 -1.218
C 2.312 -4.070 -1.140
C 3.356 -3.851 -0.033
O 4.638 -3.490 -0.529
P 0.178 -4.517 0.904
O -0.126 -5.725 0.104
C -1.302 -2.974 -0.625
C -1.887 -1.618 -1.020
C -3.414 -1.757 -1.145
C -1.378 -1.096 -2.374
N -1.626 -0.634 0.074
O -2.411 -0.807 1.079
H 0.738 -0.204 -1.467
H 0.111 1.266 -0.759
H 1.579 0.562 -0.100
H -0.935 1.298 1.596
H -0.539 -0.075 2.629
H 0.758 0.866 1.919
H 1.480 -1.639 0.951
H 0.089 -2.049 1.911
H 1.694 -2.043 -1.305
H 0.669 -3.189 -2.149
H 2.868 -4.016 -2.080
H 1.899 -5.076 -1.106
H 3.499 -4.779 0.520
H 3.005 -3.109 0.690
H 4.526 -2.825 -1.213
H -0.790 -4.287 1.895
H 1.393 -4.560 1.604
H -1.340 -3.654 -1.475
H -1.969 -3.399 0.129
H -3.653 -2.165 -2.124
H -3.818 -2.434 -0.399
H -3.886 -0.782 -1.039
H -1.512 -0.017 -2.385
H -0.329 -1.308 -2.545
H -1.936 -1.552 -3.185
C -4.989 2.709 -0.206
C -3.595 2.531 0.381
C -2.531 3.279 -0.431
C -2.392 2.737 -1.782
N -2.270 2.295 -2.835
H -5.050 2.280 -1.209
H -5.738 2.215 0.413
H -5.243 3.766 -0.273
H -3.339 1.472 0.440
H -3.574 2.918 1.402
H -1.559 3.213 0.063
H -2.786 4.338 -0.506
C -4.437 4.316 -4.806
C -5.941 4.420 -4.579
C -6.357 5.752 -3.946
C -5.811 5.893 -2.598
N -5.393 5.997 -1.533
H -3.886 4.349 -3.866
H -4.182 3.377 -5.296
H -4.080 5.133 -5.437
H -6.278 3.596 -3.947
H -6.465 4.324 -5.530
H -7.444 5.826 -3.893
H -6.012 6.587 -4.559
C 9.639 -4.383 0.601
C 8.138 -4.295 0.852
C 7.699 -2.921 1.367
C 8.255 -2.617 2.684
N 8.682 -2.386 3.725
H 10.205 -4.245 1.524
H 9.903 -5.358 0.192
H 9.962 -3.622 -0.111
H 7.836 -5.063 1.567
H 7.594 -4.492 -0.072
H 6.611 -2.883 1.432
H 8.005 -2.140 0.667
C -8.323 6.526 -9.648
C -7.512 5.326 -9.172
C -8.315 4.392 -8.260
C -8.698 5.040 -7.008
N -8.984 5.546 -6.018
H -8.629 7.155 -8.811
H -7.734 7.140 -10.329
H -9.222 6.206 -10.177
H -6.619 5.668 -8.645
H -7.171 4.747 -10.031
H -7.730 3.503 -8.018
H -9.220 4.051 -8.767
C -1.985 -3.352 6.783
C -1.049 -2.157 6.644
C -0.618 -1.909 5.194
C 0.181 -3.011 4.663
N 0.800 -3.881 4.241
H -1.493 -4.278 6.482
H -2.308 -3.467 7.817
H -2.876 -3.225 6.166
H -0.165 -2.303 7.267
H -1.546 -1.255 7.005
H -0.027 -0.994 5.125
H -1.495 -1.776 4.556
C 10.665 0.281 7.935
C 9.577 -0.418 7.127
C 8.776 0.548 6.250
C 8.010 1.513 7.038
N 7.403 2.265 7.658
H 10.239 0.998 8.638
H 11.243 -0.444 8.508
H 11.355 0.817 7.281
H 8.899 -0.946 7.799
H 10.024 -1.167 6.473
H 8.084 -0.014 5.621
H 9.444 1.092 5.580
*
```

As for the expectation value of S²: 0.75. Its HOMO-LUMO gap (spin up / spin down) is 9.0 / 9.8 eV. The value obtained for the lowest unoccupied orbital energy (spin up / spin down) is 0.299 / -0.010 eV. For the HOMO energy (spin up / spin down), the calculation gives -8.729 / -9.794 eV.



(2)
Here is a cluster of 2 separate species, C8H11F2NOS in total from the OMol25 dataset. Energies are from the ωB97M-V functional and the def2-TZVPD basis.

```
! RIJCOSX wB97M-V def2-TZVPD def2/J DEFGRID3
* xyz 0 3
C -0.980 -2.414 -1.509
C -0.620 -1.557 -0.711
C 2.299 1.019 0.274
C 2.097 -0.470 0.812
C 1.395 1.048 -0.939
C 0.648 -0.599 1.192
C -0.099 0.910 -0.466
C -0.263 -0.473 0.027
N -2.048 -0.209 1.265
O -4.471 0.494 1.101
F -3.526 -0.765 -0.849
F -3.011 1.381 -0.605
S -3.231 0.187 0.472
H -1.167 -3.203 -2.157
H 1.859 1.779 1.000
H 3.378 1.282 -0.032
H 2.245 -1.239 0.035
H 2.783 -0.679 1.732
H 1.430 2.071 -1.360
H 1.668 0.252 -1.644
H 0.414 -1.593 1.563
H 0.345 0.142 1.941
H -0.540 1.592 0.293
H -0.604 1.046 -1.435
*
```

Its energy relative to the best compared isomer or geometry (same formula, charge and spin) is 0.0 kcal per mole. As for the expectation value of S²: 2.02. Its HOMO-LUMO gap (spin up / spin down) is 7.6 / 6.1 eV. The value obtained for the lowest unoccupied orbital energy (spin up / spin down) is 0.543 / -3.962 eV. For the HOMO energy (spin up / spin down), the calculation gives -7.080 / -10.057 eV.



Computed F_max, in the same sequence as the records: 1.30, 4.63 eV Å⁻¹.
Computed calculated total energy, in the same sequence as the records: -64278.3891, -28273.9941 eV.